No. 1
{
  "formula": "C23H28F2N6O4S",
  "method": "ωB97M-V with the def2-TZVPD basis set",
  "charge": 0,
  "smiles": "CCCSc1nc(N[C@@H]2C[C@@H]2c2ccc(F)c(F)c2)c2nnn([C@@H]3C[C@H](OCCO)[C@H](O)[C@H]3O)c2n1",
  "lumo_energy_ha": 0.01485,
  "multiplicity": 1,
  "homo_lumo_gap_ev": 8.8,
  "relative_energy_kcal_mol": 1.04,
  "mol_weight_g_mol": 522.6,
  "symbols": ["C", "C", "C", "S", "C", "N", "C", "N", "C", "C", "C", "C", "C", "C", "C", "F", "C", "F", "C", "C", "N", "N", "N", "C", "C", "C", "O", "C", "C", "O", "C", "O", "C", "O", "C", "N", "H", "H", "H", "H", "H", "H", "H", "H", "H", "H", "H", "H", "H", "H", "H", "H", "H", "H", "H", "H", "H", "H", "H", "H", "H", "H", "H", "H"],
  "coordinates": [[4.257, 1.719, -2.271], [5.079, 1.235, -1.084], [4.238, 0.468, -0.075], [3.586, -1.103, -0.751], [1.925, -0.714, -1.063], [1.212, -1.771, -1.452], [-0.084, -1.642, -1.687], [-0.839, -2.727, -1.934], [-0.401, -4.047, -1.634], [-1.239, -4.881, -0.720], [0.084, -4.367, -0.224], [0.229, -3.271, 0.756], [-0.793, -2.367, 1.041], [-0.559, -1.257, 1.831], [0.695, -1.049, 2.371], [0.931, 0.056, 3.110], [1.707, -1.972, 2.142], [2.926, -1.786, 2.682], [1.478, -3.071, 1.340], [-0.640, -0.344, -1.615], [-1.875, 0.193, -1.764], [-1.823, 1.424, -1.429], [-0.585, 1.759, -1.041], [-0.290, 3.005, -0.389], [-0.433, 2.843, 1.128], [-1.948, 2.814, 1.351], [-2.407, 1.495, 1.141], [-3.631, 1.138, 1.764], [-4.445, 0.233, 0.824], [-3.706, -0.850, 0.324], [-2.519, 3.798, 0.274], [-3.659, 3.313, -0.362], [-1.351, 4.060, -0.723], [-0.751, 5.319, -0.547], [0.212, 0.671, -1.138], [1.500, 0.521, -0.841], [4.876, 2.295, -2.954], [3.434, 2.345, -1.932], [3.842, 0.873, -2.814], [5.521, 2.092, -0.570], [5.892, 0.597, -1.435], [3.367, 1.041, 0.237], [4.832, 0.182, 0.793], [-1.831, -2.562, -2.030], [0.129, -4.525, -2.450], [-2.140, -4.439, -0.323], [-1.326, -5.938, -0.921], [0.893, -5.084, -0.179], [-1.786, -2.496, 0.642], [-1.339, -0.536, 2.006], [2.296, -3.745, 1.144], [0.709, 3.331, -0.684], [0.046, 1.940, 1.498], [-0.001, 3.714, 1.617], [-2.213, 3.139, 2.364], [-3.406, 0.602, 2.698], [-4.227, 2.024, 1.998], [-5.280, -0.191, 1.387], [-4.843, 0.838, -0.001], [-3.056, -0.493, -0.301], [-2.809, 4.741, 0.750], [-3.402, 2.477, -0.794], [-1.718, 3.943, -1.753], [-1.404, 6.003, -0.732]],
  "mulliken_charge": [-0.919, -0.395, -0.439, -0.132, -0.319, -0.479, -0.478, -0.104, -0.229, -0.992, -0.430, 0.682, -0.608, -0.097, 0.526, -0.427, 0.301, -0.433, -0.776, 1.547, -1.523, -0.183, 0.767, -0.517, -0.737, -0.657, -0.034, -0.603, -0.731, -0.564, -0.201, -0.691, -0.455, -0.569, 0.343, -0.023, 0.410, 0.090, 0.270, 0.354, 0.278, 0.095, 0.488, 0.319, 0.357, 0.224, 0.312, 0.494, 0.601, 0.267, 0.332, 0.728, -0.036, 0.555, 0.708, 0.379, 0.490, 0.442, 0.294, 0.231, 0.655, 0.435, 0.403, 0.402]
}

No. 2
{
  "formula": "C23H28F9FeGeN6O4S6",
  "method": "ωB97M-V with the def2-TZVPD basis set",
  "charge": 1,
  "lumo_energy_ha": [-0.14555, -0.15500],
  "s_squared": 6.10,
  "multiplicity": 5,
  "homo_lumo_gap_ev": [7.0, 6.7],
  "relative_energy_kcal_mol": 0.00,
  "mol_weight_g_mol": 944.4,
  "symbols": ["Fe", "F", "C", "F", "F", "C", "C", "C", "C", "N", "C", "S", "H", "H", "H", "N", "C", "N", "C", "C", "S", "C", "C", "S", "C", "N", "N", "H", "H", "H", "H", "H", "H", "F", "C", "F", "F", "S", "O", "O", "N", "S", "O", "O", "C", "F", "F", "F", "S", "C", "C", "C", "C", "C", "Ge", "C", "C", "C", "C", "H", "H", "H", "H", "H", "H", "H", "H", "H", "H", "H", "H", "H", "H", "H", "H", "H", "H", "H"],
  "coordinates": [[-0.580, -0.201, 0.243], [1.546, 2.902, -2.826], [2.773, 2.722, -2.333], [2.958, 3.630, -1.359], [3.646, 2.999, -3.309], [2.988, 1.321, -1.805], [3.973, 0.524, -2.347], [4.170, -0.770, -1.876], [3.383, -1.209, -0.847], [2.430, -0.427, -0.305], [2.178, 0.816, -0.781], [0.847, 1.684, -0.073], [4.577, 0.907, -3.158], [4.918, -1.421, -2.305], [3.488, -2.199, -0.428], [-0.309, -0.581, 3.744], [-1.094, 0.500, 3.351], [-1.428, 0.662, 2.104], [-2.337, 1.689, 1.944], [-2.606, 2.373, 3.081], [-1.777, 1.661, 4.410], [-2.844, 1.878, 0.588], [-3.872, 2.646, 0.180], [-3.985, 2.607, -1.543], [-2.615, 1.547, -1.602], [-2.157, 1.205, -0.413], [-2.066, 1.167, -2.758], [-0.736, -1.460, 3.467], [-0.095, -0.602, 4.732], [-3.229, 3.241, 3.214], [-4.560, 3.224, 0.773], [-2.444, 1.439, -3.648], [-1.195, 0.660, -2.746], [-0.950, -4.173, -1.187], [-1.291, -3.566, -2.331], [-2.547, -3.151, -2.237], [-1.170, -4.428, -3.320], [-0.145, -2.140, -2.590], [-0.591, -1.103, -1.629], [1.172, -2.638, -2.324], [-0.573, -1.795, -4.035], [0.061, -0.548, -4.806], [0.674, 0.369, -3.880], [-0.871, -0.065, -5.768], [1.477, -1.300, -5.764], [1.930, -2.385, -5.146], [2.460, -0.406, -5.834], [1.085, -1.618, -6.984], [-2.316, -2.017, 1.028], [-0.729, -2.112, 0.930], [3.430, -4.782, 3.726], [1.979, -4.745, 3.262], [1.456, -3.329, 3.013], [2.116, -2.652, 1.806], [1.569, -0.796, 1.481], [2.714, 0.473, 2.471], [2.986, 0.337, 3.968], [3.918, -0.811, 4.357], [5.349, -0.631, 3.862], [3.753, -5.805, 3.914], [3.559, -4.219, 4.653], [4.111, -4.362, 2.982], [1.347, -5.222, 4.015], [1.862, -5.334, 2.347], [1.615, -2.729, 3.914], [0.371, -3.379, 2.870], [1.943, -3.248, 0.904], [3.199, -2.600, 1.952], [-0.172, -3.036, 0.814], [2.363, 1.471, 2.224], [3.646, 0.320, 1.915], [2.049, 0.263, 4.519], [3.443, 1.275, 4.297], [3.526, -1.761, 3.987], [3.926, -0.896, 5.446], [5.407, -0.583, 2.772], [5.980, -1.460, 4.181], [5.785, 0.289, 4.255]],
  "mulliken_charge": [0.321, -0.146, 0.525, -0.257, -0.317, -0.578, -0.224, -1.301, -0.161, 0.041, 0.605, -0.571, 0.594, 0.465, 0.472, -0.391, -0.313, 0.501, -0.593, -0.358, -0.177, -0.258, -0.340, -0.200, 0.251, 0.106, -0.249, 0.231, 0.337, 0.505, 0.478, 0.279, -0.273, -0.180, 0.373, -0.207, -0.190, 1.528, -0.462, -0.664, -0.705, 0.937, -0.373, -0.670, 0.681, -0.224, -0.228, -0.211, 0.016, -0.551, -1.096, -1.043, -0.438, -1.804, 3.189, -1.450, -0.682, 0.290, -1.482, 0.440, 0.267, 0.233, 0.394, 0.337, 0.331, 0.348, 0.784, 0.962, 0.481, 0.580, 0.679, 0.153, 0.475, -0.393, 0.493, 0.281, 0.425, 0.370]
}

No. 3
{
  "formula": "C23H28F9O3Pd",
  "method": "ωB97M-V with the def2-TZVPD basis set",
  "charge": -1,
  "lumo_energy_ha": [0.08202, 0.08201],
  "s_squared": 2.01,
  "multiplicity": 3,
  "homo_lumo_gap_ev": [5.5, 5.5],
  "relative_energy_kcal_mol": 0.00,
  "mol_weight_g_mol": 629.9,
  "symbols": ["O", "C", "C", "H", "H", "C", "H", "H", "C", "H", "H", "H", "C", "H", "H", "H", "Pd", "C", "C", "C", "H", "C", "C", "H", "H", "H", "H", "C", "C", "C", "H", "C", "C", "H", "H", "H", "H", "O", "C", "C", "H", "H", "C", "H", "H", "C", "H", "H", "H", "H", "F", "C", "F", "F", "C", "O", "C", "F", "F", "F", "C", "F", "F", "F"],
  "coordinates": [[0.141, 0.199, -4.831], [0.254, 1.484, -5.509], [0.222, 0.835, -6.895], [1.202, 1.971, -5.222], [-0.592, 2.150, -5.273], [0.248, -0.494, -6.120], [1.108, 0.978, -7.523], [-0.704, 0.972, -7.462], [1.573, -1.204, -6.336], [2.413, -0.529, -6.137], [1.654, -1.548, -7.379], [1.679, -2.087, -5.697], [-0.945, -1.405, -6.315], [-1.864, -0.880, -6.044], [-0.834, -2.293, -5.684], [-1.035, -1.749, -7.352], [-1.138, -0.004, 1.024], [-2.478, -0.491, 2.550], [-2.194, 0.898, 2.544], [-2.564, 1.437, 1.266], [-1.765, 1.440, 3.387], [-3.069, 0.345, 0.466], [-3.000, -0.850, 1.273], [-3.320, -1.845, 0.967], [-2.286, -1.150, 3.411], [-2.417, 2.464, 0.927], [-3.420, 0.410, -0.568], [1.131, -1.747, 3.628], [0.339, -2.414, 2.611], [0.817, -2.066, 1.345], [-0.431, -3.136, 2.871], [1.922, -1.119, 1.536], [2.081, -0.913, 2.900], [2.811, -0.288, 3.395], [1.365, -2.211, 4.576], [0.481, -2.444, 0.369], [2.524, -0.721, 0.718], [1.897, 0.807, -2.887], [0.724, 0.053, -2.458], [-0.465, 0.984, -2.221], [0.953, -0.497, -1.527], [0.524, -0.672, -3.248], [0.136, 2.402, -2.257], [-0.892, 0.796, -1.213], [-1.240, 0.840, -2.988], [1.667, 2.161, -2.446], [-0.020, 2.922, -1.307], [-0.344, 2.993, -3.049], [2.116, 2.266, -1.449], [2.139, 2.867, -3.149], [1.299, -2.195, 6.677], [1.365, -0.837, 6.695], [1.357, -0.444, 7.989], [2.564, -0.477, 6.166], [0.168, -0.191, 5.878], [-0.082, -0.613, 4.617], [-1.147, -0.454, 6.728], [-1.164, 0.188, 7.923], [-2.240, -0.054, 6.031], [-1.276, -1.785, 6.952], [0.449, 1.374, 5.816], [0.905, 1.890, 6.981], [1.374, 1.622, 4.856], [-0.675, 2.060, 5.471]],
  "mulliken_charge": [-0.009, -0.447, -0.774, 0.124, 0.234, 1.359, 0.319, 0.297, -1.688, 0.380, 0.396, 0.369, -1.709, 0.378, 0.366, 0.396, 0.279, -0.214, -0.055, -0.901, 0.200, -0.571, -0.704, 0.356, 0.438, 0.415, 0.399, 0.486, -0.949, -0.803, 0.420, -0.374, -0.811, 0.453, 0.582, 0.404, 0.440, -0.426, -0.215, 2.016, 0.209, 0.166, -0.608, -1.903, 0.309, -0.697, 0.382, 0.230, 0.385, 0.297, -0.251, 0.445, -0.255, -0.259, 0.750, -0.523, 0.489, -0.277, -0.217, -0.278, 0.520, -0.284, -0.231, -0.263]
}